No. 1
8
Properties=species:S:1:pos:R:3:forces:R:3:mulliken_charge:R:1 method="wB97M-V/def2-TZVPD" fmax_ev_per_a=1.74 total_charge=0 homo_energy_ev=-10.212 lumo_ev=0.91 e_tot_ev=-5220.9244 molar_mass_g_mol=56.1 relative_energy_kj_mol=117.0 orbital_gap_ha=0.40863
C -0.685 0.506 -0.039 -0.43 -0.05 -0.22 -0.50
C 0.699 0.079 -0.113 1.70 -0.35 0.08 -0.30
C 1.851 -0.288 -0.085 -1.05 0.14 -0.15 0.11
H -1.348 -1.268 0.457 -0.15 0.50 -0.46 0.32
H -0.844 1.003 0.911 -0.03 0.30 0.28 0.25
H -0.928 1.211 -0.837 0.10 -0.05 0.08 0.26
H 2.847 -0.672 -0.111 -0.12 0.14 0.03 0.39
O -1.592 -0.571 -0.183 -0.03 -0.64 0.36 -0.52



No. 2
8
Properties=species:S:1:pos:R:3:forces:R:3:mulliken_charge:R:1 method="wB97M-V/def2-TZVPD" fmax_ev_per_a=3.72 total_charge=0 homo_energy_ev=-8.622 lumo_ev=0.02 e_tot_ev=-5217.2457 molar_mass_g_mol=56.1 relative_energy_kj_mol=471.9 orbital_gap_ha=0.31765
C -0.584 -0.162 0.469 0.62 -0.17 -1.95 0.82
C -1.873 0.123 0.631 3.55 -0.80 -0.81 -0.90
C 2.238 0.388 -0.771 -0.57 0.78 0.17 -0.33
O 0.530 -0.459 0.184 -2.46 0.47 1.19 -0.42
H -2.108 0.189 1.612 -1.19 0.32 2.93 0.24
H -2.548 0.337 -0.133 -0.70 0.17 -1.24 0.29
H 1.666 0.082 -1.666 0.44 -0.28 0.03 0.14
H 2.680 -0.499 -0.326 0.31 -0.50 -0.31 0.16



No. 3
9
Properties=species:S:1:pos:R:3:forces:R:3:mulliken_charge:R:1 method="wB97M-V/def2-TZVPD" fmax_ev_per_a=4.61 total_charge=0 homo_energy_ev=-9.337 lumo_ev=-0.07 e_tot_ev=-7263.7396 molar_mass_g_mol=72.1 relative_energy_kj_mol=670.2 orbital_gap_ha=0.34053
C 1.879 -0.140 1.130 2.44 -1.26 1.96 0.56
C 0.717 0.322 0.864 0.52 -3.05 -3.42 -0.40
C -0.139 -0.217 -0.281 -0.84 0.91 3.76 -1.14
O 3.372 -1.420 2.424 -0.48 -0.60 0.62 -0.49
O 2.993 -0.439 1.534 -0.87 1.45 -2.02 -0.04
H 0.445 1.100 1.410 -1.53 3.41 2.45 0.45
H -1.019 -0.657 0.223 -0.32 0.97 -0.80 0.31
H 0.287 -1.030 -0.670 2.12 -3.28 -1.51 0.40
H -0.198 0.458 -1.069 -1.04 1.45 -1.04 0.35



No. 4
9
Properties=species:S:1:pos:R:3:forces:R:3:mulliken_charge:R:1 method="wB97M-V/def2-TZVPD" fmax_ev_per_a=0.50 total_charge=0 homo_energy_ev=-9.297 lumo_ev=0.92 e_tot_ev=-7266.9622 molar_mass_g_mol=72.1 relative_energy_kj_mol=359.3 orbital_gap_ha=0.37532
O 1.369 0.528 -0.884 -0.22 -0.03 -0.19 -0.51
C 0.774 -0.242 0.109 0.06 -0.19 0.24 -0.04
C -0.382 0.429 0.779 -0.15 0.37 0.07 -0.12
C -0.647 -0.623 -0.159 0.12 -0.23 -0.42 -0.17
O -1.107 -0.744 1.188 0.28 -0.08 0.12 -0.41
H 1.487 -0.894 0.603 -0.08 0.07 0.12 0.37
H -0.675 1.459 0.935 -0.16 -0.26 -0.03 0.27
H 0.629 0.959 -1.342 0.40 0.10 -0.11 0.33
H -1.195 -0.841 -1.063 -0.26 0.25 0.20 0.28



No. 5
9
Properties=species:S:1:pos:R:3:forces:R:3:mulliken_charge:R:1 method="wB97M-V/def2-TZVPD" fmax_ev_per_a=5.45 total_charge=0 homo_energy_ev=-9.442 lumo_ev=0.61 e_tot_ev=-7263.9899 molar_mass_g_mol=72.1 relative_energy_kj_mol=646.1 orbital_gap_ha=0.36940
C -1.558 0.020 0.701 0.43 -0.14 -2.19 -0.02
C -0.498 0.063 -0.165 5.11 -0.22 0.68 0.30
C 1.598 -0.003 -0.285 -4.94 -1.78 1.48 -0.74
O -1.420 1.106 -0.350 -0.46 -0.05 0.45 -0.44
O -1.336 -1.035 -0.354 -0.52 -0.09 0.18 -0.44
H -2.235 -0.098 1.502 -0.13 0.23 0.74 0.41
H 1.725 -0.349 -1.255 0.07 -1.32 -1.56 0.31
H 1.878 -0.693 0.541 -0.20 0.95 -0.71 0.28
H 1.847 0.989 -0.335 0.64 2.42 0.93 0.33



No. 6
9
Properties=species:S:1:pos:R:3:forces:R:3:mulliken_charge:R:1 method="wB97M-V/def2-TZVPD" fmax_ev_per_a=2.92 total_charge=0 homo_energy_ev="-8.166 / -8.472" lumo_ev="0.02 / 0.46" e_tot_ev=-7264.6377 molar_mass_g_mol=72.1 relative_energy_kj_mol=583.6 orbital_gap_ha="0.30070 / 0.32807"
C -0.878 -1.486 2.371 1.38 0.95 2.39 0.09
C -0.712 1.035 -0.746 1.08 1.40 0.05 -0.06
C 0.607 0.488 -0.304 -1.21 0.35 0.45 -0.28
O -0.767 -1.399 3.563 -0.78 -0.56 -2.76 -0.34
O 0.298 0.487 -1.611 0.67 -0.59 -0.86 -0.30
H -1.574 -1.994 1.690 -0.59 -0.40 0.34 0.24
H -1.665 0.565 -0.851 -0.34 -0.82 0.45 0.24
H -0.803 2.131 -0.877 0.19 -0.63 0.39 0.16
H 0.988 -0.358 0.290 -0.40 0.29 -0.45 0.25



No. 7
9
Properties=species:S:1:pos:R:3:forces:R:3:mulliken_charge:R:1 method="wB97M-V/def2-TZVPD" fmax_ev_per_a=3.34 total_charge=0 homo_energy_ev=-10.029 lumo_ev=0.92 e_tot_ev=-7268.2905 molar_mass_g_mol=72.1 relative_energy_kj_mol=231.1 orbital_gap_ha=0.40244
C -0.034 -1.786 0.057 -0.84 3.08 -0.97 -0.11
C 0.095 0.828 0.100 -0.88 -1.30 -1.07 -0.41
C -0.705 -0.420 -0.250 2.37 -1.92 -0.97 0.13
O 0.033 -2.681 -0.709 -0.33 -1.41 -1.17 -0.44
O -0.977 0.382 0.858 -1.89 0.27 0.22 -0.38
H 0.523 -1.750 0.939 0.98 -0.23 2.27 0.37
H 1.013 0.944 0.608 1.06 -0.47 0.35 0.28
H -0.139 1.547 -0.639 -0.13 1.25 -0.33 0.24
H -1.189 -0.484 -1.277 -0.35 0.73 1.66 0.31



No. 8
9
Properties=species:S:1:pos:R:3:forces:R:3:mulliken_charge:R:1 method="wB97M-V/def2-TZVPD" fmax_ev_per_a=5.56 total_charge=0 homo_energy_ev=-10.157 lumo_ev=0.92 e_tot_ev=-7268.9573 molar_mass_g_mol=72.1 relative_energy_kj_mol=166.8 orbital_gap_ha=0.40721
C -1.293 1.697 1.276 -0.67 -0.06 1.96 0.04
C -0.352 -0.314 -0.432 -1.10 -1.01 -0.21 0.19
C 1.054 -0.854 -0.299 -4.49 -3.23 0.52 -0.97
O -0.607 0.850 -0.445 0.79 1.06 -1.63 -0.39
O -1.342 2.802 1.085 -0.05 1.03 -0.23 -0.16
H -1.321 -0.951 -0.441 1.81 -0.25 0.04 0.35
H 1.060 -1.763 -0.884 0.38 -0.28 -0.45 0.31
H 1.028 -1.254 0.708 0.71 0.27 0.56 0.28
H 1.773 -0.214 -0.569 2.62 2.48 -0.56 0.35